Run 1
{
  "formula": "C3H5IN3",
  "method": "ωB97M-V/def2-TZVPD",
  "e_lumo_ev": -6.035,
  "homo_ev": -14.3,
  "charge": 1,
  "multiplicity": 1,
  "orbital_gap_ha": 0.30304,
  "species": ["H", "H", "N", "H", "C", "C", "C", "N", "I", "N", "H", "H"],
  "xyz": [[-0.19466, 1.85133, -0.78146], [1.71764, -1.43434, 0.04103], [0.04891, -2.41574, 0.06324], [-0.75403, 1.60874, 0.86656], [0.69474, -1.27825, 0.03307], [-1.28348, -2.20713, -0.00907], [0.02713, 1.22476, 0.04032], [0.03931, -0.15804, -0.04223], [-3.28030, 0.12722, 0.03498], [-1.67426, -0.96338, -0.05988], [0.95984, 1.49281, 0.31985], [-1.77608, -3.17880, -0.01885]]
}

***

Run 2
{
  "formula": "C3H5IN3",
  "method": "ωB97M-V/def2-TZVPD",
  "e_lumo_ev": [-9.592, -9.606],
  "homo_ev": [-14.0, -14.0],
  "charge": 1,
  "multiplicity": 1,
  "orbital_gap_ha": [0.16243, 0.16170],
  "species": ["N", "H", "H", "N", "H", "C", "N", "I", "C", "H", "C", "H"],
  "xyz": [[-0.40189, -0.18561, -0.00976], [-1.24428, -1.99738, -0.23861], [-2.41569, 0.49640, 0.32447], [-0.99900, 1.89650, 0.07183], [1.03204, 2.80641, -0.05512], [0.40868, 1.83703, 0.04757], [0.72851, 0.60440, -0.04924], [3.95053, -0.51967, 0.13270], [-1.41386, 0.66172, 0.17163], [0.19915, -2.18846, 0.74952], [-0.20921, -1.59520, -0.16075], [0.36503, -1.81615, -0.98424]]
}

***

On energetic grounds, run 1 is preferred over the next structure by 15.6 kcal/mol.

***

Run 1
{
  "formula": "C2H5ClN2O",
  "method": "ωB97M-V/def2-TZVPD",
  "e_lumo_ev": 0.882,
  "homo_ev": -9.5,
  "multiplicity": 1,
  "orbital_gap_ha": 0.38158,
  "species": ["Cl", "H", "H", "C", "H", "N", "O", "H", "H", "N", "C"],
  "xyz": [[0.11028, 2.51616, 0.25232], [1.80298, -0.43146, 0.95313], [-0.73942, -0.76404, 1.66944], [-0.72322, -0.05246, -0.24254], [1.04764, 0.88504, -1.01103], [0.88551, -0.02705, 1.04687], [-0.83063, -0.90215, -1.60770], [-1.69580, 0.42833, -0.14127], [-0.05972, -1.63718, -1.52314], [-0.30714, -0.84922, 0.77337], [0.50952, 0.83402, -0.16943]]
}

***

Run 2
{
  "formula": "C2H5ClN2O",
  "method": "ωB97M-V/def2-TZVPD",
  "e_lumo_ev": 0.763,
  "homo_ev": -9.3,
  "multiplicity": 1,
  "orbital_gap_ha": 0.36952,
  "species": ["H", "N", "H", "H", "H", "C", "Cl", "H", "N", "C", "O"],
  "xyz": [[-1.47893, -1.33248, -0.08225], [1.56184, 1.39079, -0.33826], [0.86841, 2.00616, -0.31708], [-1.04193, 0.55957, -0.60086], [2.34334, -1.56696, 0.13491], [1.44789, 0.18120, -0.11427], [4.12174, 0.00876, 0.23873], [-1.27831, 0.06771, 1.02939], [2.57511, -0.66060, -0.11669], [-0.90577, -0.27832, 0.06026], [0.43117, -0.75681, 0.06059]]
}

***

On energetic grounds, run 2 is preferred over the next structure by 15.7 kcal/mol.

***

Run 1
{
  "formula": "C5H8S3",
  "method": "ωB97M-V/def2-TZVPD",
  "e_lumo_ev": 0.676,
  "homo_ev": -9.0,
  "multiplicity": 1,
  "orbital_gap_ha": 0.35493,
  "species": ["S", "C", "S", "C", "C", "H", "H", "H", "H", "H", "H", "H", "C", "H", "S", "C"],
  "xyz": [[-2.85110, -0.38670, -0.44972], [0.01040, -0.15285, -0.76687], [-0.17098, 1.49943, 0.04141], [0.78959, -0.54150, 1.44233], [1.22104, -0.78937, -0.04379], [2.64127, 1.08824, -0.22191], [-1.13441, -1.79970, 0.27892], [-1.16378, 0.40637, 2.12233], [-0.02446, -0.20157, -1.87272], [-2.74191, 0.92946, -0.62008], [1.52840, 0.10573, 1.96759], [0.69565, -1.48038, 1.98194], [-0.56167, 0.14691, 1.24441], [1.25169, -1.85264, -0.28185], [2.84520, -0.17953, -0.53755], [-1.16308, -0.68430, 0.08718]]
}

***

Run 2
{
  "formula": "C5H8S3",
  "method": "ωB97M-V/def2-TZVPD",
  "e_lumo_ev": 0.106,
  "homo_ev": -8.5,
  "multiplicity": 1,
  "orbital_gap_ha": 0.31729,
  "species": ["H", "H", "S", "S", "C", "H", "C", "C", "H", "H", "C", "H", "H", "S", "H", "C"],
  "xyz": [[-0.31411, -1.41808, 1.70478], [1.59949, 1.45432, -1.00821], [-1.75752, 0.82031, 1.93993], [1.99923, -0.48970, 0.21272], [-0.33119, -1.23411, -0.52904], [1.56295, 0.38273, -2.21720], [0.37143, -1.62085, 0.74933], [1.15899, 0.51374, -1.15197], [0.73948, -2.53970, 0.75834], [0.48044, 1.58923, 1.10182], [-0.10273, 0.36136, -0.55310], [-2.75792, 0.78442, 1.09445], [0.29370, -1.87728, -1.20698], [-1.58093, -0.36127, -1.62285], [-0.82019, 2.32122, 0.15484], [-0.54114, 1.31365, 0.57313]]
}

***

On energetic grounds, run 1 is preferred over the next structure by 97.4 kcal/mol.

***

Run 1
{
  "formula": "C2H6NOPS",
  "method": "ωB97M-V/def2-TZVPD",
  "e_lumo_ev": -0.090,
  "homo_ev": -9.5,
  "multiplicity": 1,
  "orbital_gap_ha": 0.34723,
  "species": ["C", "H", "N", "C", "H", "H", "P", "O", "H", "H", "S", "H"],
  "xyz": [[2.19414, -0.47658, -0.32964], [-4.55111, -1.67664, -0.25978], [-0.24022, -0.71918, -0.38237], [0.96577, -1.42336, -0.11818], [0.92414, -1.63591, 1.02582], [2.82178, -0.34154, 0.49579], [0.00680, 0.76659, -0.92330], [1.67939, 0.72759, -0.78094], [1.04206, -2.31781, -0.67246], [2.77222, -0.89235, -1.19931], [-4.59029, -0.37920, 0.14438], [-3.23189, -0.27957, 0.42479]]
}

***

Run 2
{
  "formula": "C2H6NOPS",
  "method": "ωB97M-V/def2-TZVPD",
  "e_lumo_ev": [-1.805, -1.344],
  "homo_ev": [-8.9, -8.9],
  "multiplicity": 1,
  "orbital_gap_ha": [0.25919, 0.27936],
  "species": ["N", "H", "C", "H", "S", "H", "H", "H", "C", "P", "H", "O"],
  "xyz": [[1.06302, -1.88708, -0.13757], [-0.76397, -0.68177, -2.15013], [-0.79298, 0.04532, -1.37149], [-1.73968, 0.31959, -1.04055], [3.14898, 0.81915, 0.11034], [-0.30237, 1.02598, -1.56679], [0.11922, -0.06948, 2.36075], [-0.99197, 1.00573, 1.32963], [-0.44183, 0.01982, 1.46121], [0.37044, -0.52194, -0.16925], [-1.23603, -0.69724, 1.60203], [1.56716, 0.62191, -0.42816]]
}

***

On energetic grounds, run 1 is preferred over the next structure by 75.4 kcal/mol.

***

Run 1
{
  "formula": "C4H5FOS",
  "method": "ωB97M-V/def2-TZVPD",
  "e_lumo_ev": 0.046,
  "homo_ev": -9.0,
  "multiplicity": 1,
  "orbital_gap_ha": 0.33074,
  "species": ["F", "H", "H", "H", "C", "O", "C", "S", "H", "C", "H", "C"],
  "xyz": [[0.76580, -1.80211, -0.32770], [2.43193, -1.31258, 0.70557], [-2.42372, 1.83351, -0.34257], [0.96887, -0.92642, 1.54574], [1.32770, 0.46988, -0.03753], [0.19993, 0.87416, -0.56095], [1.41439, -0.98354, 0.53894], [2.61363, 1.48897, -0.07848], [-0.95778, -0.82839, -0.36900], [-2.21554, 0.79214, -0.39965], [-3.08971, 0.14058, -0.26651], [-1.03551, 0.25378, -0.40786]]
}

***

Run 2
{
  "formula": "C4H5FOS",
  "method": "ωB97M-V/def2-TZVPD",
  "e_lumo_ev": -1.369,
  "homo_ev": -8.8,
  "multiplicity": 1,
  "orbital_gap_ha": 0.27276,
  "species": ["F", "H", "C", "H", "O", "H", "C", "S", "C", "H", "C", "H"],
  "xyz": [[-1.41204, 1.93069, -0.02989], [2.71407, -0.90040, -0.47893], [-0.60552, -0.17938, 0.08287], [1.92654, -0.27786, 1.48486], [0.55831, -0.90004, -0.22344], [0.49953, 1.68793, -0.44992], [-0.40127, 1.12107, -0.01902], [-3.36766, -0.29037, 0.01865], [-1.74064, -1.00720, 0.05266], [1.65315, 1.05989, -0.24280], [1.79234, -0.19037, 0.12220], [-1.61683, -2.05397, -0.31722]]
}

***

On energetic grounds, run 1 is preferred over the next structure by 88.1 kcal/mol.

***

Run 1
{
  "formula": "C18H27N3O2",
  "method": "ωB97M-V/def2-TZVPD",
  "e_lumo_ev": 0.637,
  "homo_ev": -8.4,
  "multiplicity": 1,
  "orbital_gap_ha": 0.33304,
  "species": ["C", "C", "H", "C", "H", "O", "H", "H", "C", "H", "H", "H", "H", "C", "H", "H", "C", "H", "C", "H", "N", "C", "H", "C", "H", "N", "C", "H", "H", "H", "C", "C", "H", "C", "C", "C", "H", "C", "H", "O", "H", "H", "C", "H", "N", "H", "H", "H", "C", "H"],
  "xyz": [[2.12995, -0.02001, 1.06021], [-3.19524, -1.48022, 0.87248], [1.51908, -1.74683, 2.20099], [-1.25731, -2.04683, -0.69037], [4.59697, -0.72660, -2.62498], [0.16816, 0.20265, 2.46026], [4.70973, 1.56218, 0.37291], [0.10223, 2.54307, 1.77564], [-4.25821, -0.00699, -0.86490], [3.27509, 0.39575, -2.94524], [2.92146, -2.04565, 1.15029], [4.08029, -0.77282, -0.24924], [-5.08366, 1.30042, -2.34115], [-2.70432, 2.14672, -0.10496], [4.36514, 2.09255, -1.28018], [-1.46115, -1.14563, -1.28483], [3.61735, -0.39915, -2.28726], [-1.89634, 0.83856, 1.38487], [1.59307, 2.58028, 0.25244], [-2.35895, -3.43724, 0.52863], [-0.23754, -1.76697, 0.29033], [-3.59733, 2.28032, -1.15386], [-0.85042, -2.81184, -1.35661], [-3.35617, -0.15497, 0.18225], [-4.87294, -0.84512, -1.16091], [2.34850, 0.31239, -0.33609], [0.95143, 0.72270, 1.68118], [1.06939, 3.46200, -0.11960], [-3.68857, 3.22288, -1.67366], [-2.10091, 2.99227, 0.19613], [1.05780, -2.08241, 0.11552], [3.69296, 0.06572, -0.83392], [2.99164, 0.29713, 1.68081], [1.65330, 1.47645, -0.81475], [-2.58611, 0.93817, 0.55941], [1.95766, -1.54431, 1.22339], [-2.58470, -1.35209, 1.76784], [-4.37853, 1.20026, -1.52876], [-3.25132, -2.78451, -0.84956], [1.47613, -2.72596, -0.82555], [0.61863, 1.19663, -1.06220], [-4.17387, -1.85035, 1.18879], [4.66215, 1.24435, -0.66744], [5.65978, 0.93971, -0.97259], [0.87347, 2.02975, 1.37461], [2.92408, -1.23313, -2.35169], [-0.49501, -1.20732, 1.08982], [2.13108, 1.84283, -1.72103], [-2.55529, -2.53173, -0.04793], [2.60490, 2.87318, 0.55422]]
}

***

Run 2
{
  "formula": "C18H27N3O2",
  "method": "ωB97M-V/def2-TZVPD",
  "e_lumo_ev": 0.559,
  "homo_ev": -8.1,
  "multiplicity": 1,
  "orbital_gap_ha": 0.31661,
  "species": ["O", "C", "C", "H", "C", "C", "H", "H", "H", "C", "H", "N", "H", "H", "C", "H", "H", "H", "O", "H", "C", "H", "H", "H", "H", "N", "H", "C", "N", "C", "H", "H", "C", "C", "C", "C", "H", "C", "C", "H", "H", "H", "C", "H", "H", "H", "C", "C", "H", "H"],
  "xyz": [[0.67395, 0.01501, -0.27369], [-2.09431, -2.29550, 2.39775], [1.97225, 1.32745, -2.52196], [-1.42404, -1.92202, -0.40013], [3.23377, 1.52256, -2.82792], [0.65289, -2.33418, -1.42678], [0.88788, -3.40183, 0.97089], [-1.20815, 2.58213, -2.77961], [4.27685, -0.29461, -3.75328], [-2.85564, -0.13273, 3.39605], [1.89206, -0.91266, -3.18411], [-3.46734, 0.71880, 2.33688], [-2.68073, -2.13482, 1.38531], [-2.50768, -2.58495, 3.24049], [-2.28055, 0.96770, 1.37921], [1.49079, -2.78635, -1.28532], [2.87709, 4.79329, -2.88565], [-3.60571, -0.71651, 3.81550], [-2.65785, 1.50001, 0.17604], [-4.16779, 1.66330, 2.46926], [1.26307, 3.34145, -2.56361], [-0.80216, -0.62695, 3.40268], [-2.07878, 0.38607, 5.24953], [-0.90290, 1.91359, -1.11163], [-1.66638, 1.70164, 4.25702], [1.37620, -0.24202, -2.52707], [5.19442, 0.82472, -2.98448], [0.80024, 2.13180, -2.39816], [-1.34098, 0.04284, 1.62370], [-0.52377, 1.89248, -2.21147], [-3.27951, 1.40379, 4.88866], [0.67857, -1.88858, 1.37032], [-0.69846, -2.99561, 2.21870], [3.41269, 2.85650, -3.05651], [2.61530, 3.76851, -2.85993], [-2.31366, 1.04011, 4.56602], [0.30665, -2.33344, -2.18811], [0.20976, -2.74008, 1.11855], [-0.44092, -2.66827, -0.45586], [4.67666, 2.91045, -3.30659], [4.17136, -0.28439, -2.09553], [-1.13597, -3.99619, 1.98921], [4.21547, 0.36573, -2.74755], [-0.70002, 0.94494, -2.84730], [-1.03655, -3.43231, -0.60381], [-0.31631, -2.98432, 3.20119], [0.86945, -0.72062, -1.39660], [-1.45477, -0.71897, 2.76349], [0.57011, 4.36962, -2.48582], [-0.67651, 0.16342, 0.96204]]
}

***

On energetic grounds, run 1 is preferred over the next structure by 377.9 kcal/mol.